102
Properties=species:S:1:pos:R:3:forces:R:3 method="wB97M-V/def2-TZVPD" total_charge=+2 gap_ev="7.77 / 4.94" s_squared=6.0338 multiplicity=5 e_tot_ha=-3298.99972 e_lumo_ev="-5.00 / -7.81"
Ru -0.324 -0.509 0.359 0.98 -0.98 0.58
S -4.301 2.281 -1.799 0.18 0.36 -0.29
S -2.280 4.437 -2.147 -0.19 -0.65 0.05
O 2.897 -0.357 -2.060 -0.07 -0.04 0.05
O 0.557 0.505 -1.178 0.27 -0.41 0.26
N -1.133 -1.747 1.748 -0.21 0.84 -0.27
N -0.441 1.122 1.747 0.11 -0.16 -0.23
N -1.715 1.809 -1.959 1.08 -2.03 1.08
N 1.930 -2.370 1.559 0.49 -1.04 0.42
N -0.535 2.048 -2.443 -1.44 2.39 -1.17
N 1.838 -1.052 1.329 -0.74 1.03 -0.44
N -0.507 -2.896 2.059 0.04 -0.83 0.36
N -0.060 -2.204 -0.769 -0.17 1.22 -0.06
N 0.441 -3.307 -0.188 0.10 -1.16 -0.02
C 4.852 2.723 2.118 0.00 0.18 -0.04
C 2.706 2.654 -4.884 -0.44 0.14 0.15
C -4.872 4.003 -1.532 0.07 -0.37 0.05
C 0.519 1.294 -2.178 0.63 -0.57 0.23
C -2.236 -1.645 2.519 -0.05 -0.50 0.46
C 3.819 1.818 -4.790 -0.19 -0.14 0.18
C -0.122 -1.389 -4.346 -0.02 -0.02 0.21
C -2.587 -0.237 -3.807 -0.08 -0.10 -0.15
C 4.010 3.641 1.508 -0.11 -0.05 -0.06
C -2.630 2.718 -1.962 -0.51 1.83 -0.46
C -1.198 -3.546 3.017 -0.14 0.47 -0.19
C -0.796 -0.709 -5.341 0.04 0.03 0.02
C 1.641 2.478 -4.032 0.27 0.41 -0.57
C 1.667 1.477 -3.055 -0.53 -0.51 0.82
C -0.822 -4.861 3.579 0.17 -0.13 -0.06
C 2.840 3.199 0.902 0.18 0.16 0.08
C -4.024 4.899 -2.400 0.24 0.04 -0.07
C 3.042 -0.501 1.567 0.12 -1.00 0.15
C -0.128 0.839 3.013 0.22 -0.15 0.62
C -2.034 -0.140 -5.075 -0.04 0.06 0.08
C 3.194 -2.693 1.932 -0.02 0.50 -0.02
C 4.529 1.382 2.134 -0.42 -0.25 -0.17
C 2.521 1.856 0.906 -0.02 -0.39 0.06
C -3.118 -0.487 2.499 -0.24 0.32 -0.24
C -4.627 0.989 3.674 -0.09 0.02 -0.04
C -3.171 0.365 1.396 -0.04 -0.33 0.01
C -0.610 3.060 3.739 0.04 -0.20 -0.19
C 1.182 -5.612 -0.845 0.11 -0.12 0.20
C -0.087 -2.412 -2.099 0.20 -0.64 -0.26
C 3.352 0.918 1.526 0.15 0.89 -0.09
C -0.687 -1.514 -3.075 -0.39 0.23 -0.11
C -0.911 3.364 2.421 0.07 -0.17 -0.15
C -2.303 -2.770 3.341 0.14 0.38 -0.43
C 3.861 0.818 -3.846 0.00 -0.19 0.24
C 3.932 -1.529 1.934 -0.53 0.21 -0.19
C -0.815 2.371 1.462 -0.01 0.55 -0.20
C 0.711 -4.239 -1.126 -0.18 0.52 -0.03
C 3.660 -4.051 2.306 -0.12 -0.19 -0.04
C -1.920 -0.919 -2.804 0.19 -0.36 -0.12
C -3.888 1.543 1.463 -0.07 0.07 0.03
C -4.611 1.863 2.599 0.10 -0.05 -0.04
C -3.887 -0.177 3.624 0.16 -0.07 -0.11
C 2.799 0.632 -2.956 0.11 0.05 -0.10
C -0.201 1.769 4.032 -0.05 0.07 -0.14
C 0.405 -3.689 -2.362 -0.10 0.58 0.25
B 0.764 -3.350 1.315 0.10 0.78 -0.23
H 0.061 1.485 5.037 0.05 -0.10 0.12
H 0.768 3.111 -4.094 0.05 0.03 -0.02
H 1.619 1.525 0.412 0.23 0.09 0.06
H 4.263 4.690 1.501 0.03 0.09 0.00
H -1.212 4.359 2.137 -0.05 0.07 -0.10
H 4.646 1.958 -5.469 0.14 -0.02 -0.02
H 0.561 -6.092 -0.094 -0.05 -0.05 0.04
H -3.557 0.195 -3.607 -0.06 0.01 -0.04
H 3.030 -4.480 3.082 -0.01 -0.06 0.08
H -5.923 4.053 -1.811 0.00 -0.04 0.04
H 5.182 0.687 2.633 0.10 -0.09 0.07
H 0.155 -4.817 4.055 0.06 -0.04 0.07
H 3.642 -4.730 1.455 0.03 -0.08 -0.06
H -0.367 -0.641 -6.329 0.05 0.06 -0.08
H 2.183 3.906 0.416 -0.05 0.08 -0.05
H 1.061 -4.432 1.645 0.10 -0.41 0.12
H -4.756 4.236 -0.470 -0.06 0.00 -0.10
H -0.687 3.810 4.510 0.02 0.07 0.08
H 4.716 0.169 -3.759 0.11 -0.12 0.02
H -4.140 5.946 -2.126 0.02 0.00 -0.02
H 0.195 -0.172 3.224 0.01 0.05 -0.06
H -4.246 4.769 -3.460 -0.05 0.04 0.06
H -2.651 0.091 0.467 -0.29 0.17 0.17
H 2.110 -0.352 -1.479 0.28 0.06 -0.18
H 1.138 -6.198 -1.758 0.03 -0.03 -0.02
H 5.767 3.058 2.582 0.06 0.02 0.06
H -5.213 1.223 4.548 -0.04 -0.02 0.13
H -5.164 2.787 2.634 -0.12 0.12 0.07
H 4.980 -1.439 2.134 0.18 -0.01 0.14
H 0.845 -1.830 -4.538 0.09 -0.09 -0.07
H -1.042 2.585 0.424 -0.01 -0.06 0.03
H -3.888 2.215 0.623 -0.01 0.02 0.02
H 4.679 -3.994 2.680 -0.02 -0.01 -0.02
H -1.562 -5.170 4.310 0.01 0.00 0.05
H -2.565 0.373 -5.861 -0.08 0.03 -0.05
H -2.367 -1.051 -1.822 -0.07 0.01 -0.13
H -3.890 -0.848 4.467 0.06 -0.05 0.16
H 2.686 3.442 -5.617 -0.04 0.12 -0.13
H -3.069 -3.007 4.051 -0.13 -0.08 0.14
H 0.491 -4.152 -3.322 -0.05 -0.17 -0.19
H 2.206 -5.619 -0.478 0.11 0.00 0.01
H -0.777 -5.613 2.794 0.02 -0.09 -0.03

***

100
Properties=species:S:1:pos:R:3:forces:R:3 method="wB97M-V/def2-TZVPD" total_charge=+2 gap_ev=6.64 e_tot_ha=-6259.23679 e_lumo_ev=-6.81
Sb 0.279 -0.266 1.949 -0.10 0.08 -0.17
Sb 2.627 2.579 -0.284 0.02 0.02 -0.03
Br -6.696 0.815 3.544 0.00 0.00 0.00
Ti -0.491 0.865 -0.655 -0.08 0.29 -0.03
O -0.325 2.605 -1.621 0.02 -0.05 0.12
O -3.346 1.649 -4.351 -0.02 0.00 -0.02
O -2.281 0.558 0.263 -0.02 -0.05 -0.08
O -0.998 2.184 0.812 0.00 0.02 0.04
O -2.056 -5.522 -3.638 -0.01 -0.02 0.00
O -1.707 1.110 -2.310 0.18 -0.08 0.07
N -1.158 -3.115 -2.615 -0.06 -0.02 -0.01
N -0.673 -1.139 -1.253 -0.15 0.16 0.01
N -3.909 3.825 3.341 0.03 0.03 0.00
C -0.272 -4.299 -2.590 0.01 0.01 0.00
C 7.095 0.840 0.795 -0.01 -0.01 0.00
C -3.143 3.750 -5.351 0.00 -0.03 0.02
C 0.848 1.274 3.303 0.05 -0.01 0.08
C 2.360 -1.434 -3.001 0.00 0.01 0.01
C -2.335 -1.821 2.197 0.01 -0.03 -0.03
C -3.168 2.123 1.850 -0.02 -0.07 -0.01
C 1.644 -1.827 2.350 0.00 0.00 0.03
C -3.025 3.361 2.470 0.02 0.00 0.01
C 6.005 0.198 1.370 0.01 0.00 0.00
C -2.971 -4.453 -3.527 0.00 0.01 0.00
C -1.716 3.212 -3.473 0.00 -0.01 -0.01
C 2.603 -1.605 -1.644 0.01 0.00 -0.01
C -3.517 -2.249 2.781 -0.01 0.00 0.01
C 1.554 -3.023 1.640 -0.03 0.00 -0.06
C -2.242 -3.123 -3.627 0.02 0.00 0.01
C -1.541 5.377 -4.523 0.00 0.01 -0.01
C 5.601 2.343 -0.335 0.01 0.01 0.00
C 3.400 -3.912 2.895 0.00 0.00 0.00
C -1.130 4.496 -3.563 0.00 -0.01 0.00
C -2.737 2.840 -4.376 0.01 0.02 0.00
C -1.888 -0.435 4.114 0.00 0.02 0.03
C 1.622 0.813 -2.591 -0.03 -0.07 -0.04
C 1.792 0.655 -1.192 -0.03 0.04 0.01
C -2.552 4.991 -5.417 0.01 0.01 0.00
C -1.255 2.311 -2.471 0.08 -0.12 0.06
C 2.328 -0.575 -0.761 -0.05 -0.05 -0.01
C -3.892 -1.763 4.028 0.02 -0.01 0.00
C 1.944 3.002 1.733 0.01 0.06 -0.04
C -1.144 -5.543 -2.563 0.00 0.01 0.01
C 2.070 2.120 2.970 0.02 -0.01 -0.02
C 6.893 1.913 -0.056 -0.01 0.00 0.00
C 4.499 1.714 0.241 0.06 -0.02 -0.05
C -5.183 1.814 3.054 0.02 0.01 -0.02
C 3.494 -2.724 3.603 0.00 -0.02 -0.01
C 2.617 -1.681 3.334 0.01 0.05 0.00
C -4.275 1.325 2.142 0.00 0.04 0.01
C 1.870 -0.223 -3.476 0.00 -0.01 0.00
C -1.512 -0.915 2.862 0.00 0.02 0.06
C 2.427 -4.064 1.915 0.01 0.00 0.01
C 4.718 0.633 1.097 -0.01 0.01 0.02
C -2.144 1.622 0.951 -0.02 -0.09 0.03
C -0.908 -2.067 -1.911 0.18 -0.03 0.03
C -3.079 -0.857 4.693 -0.01 -0.02 -0.01
C -4.961 3.067 3.628 -0.04 -0.04 0.01
H -4.394 0.351 1.685 -0.01 0.01 0.00
H 2.347 -4.998 1.374 0.00 0.00 0.00
H -2.880 5.688 -6.178 0.00 0.00 0.00
H 0.953 3.451 1.660 -0.02 -0.03 -0.02
H 0.980 0.787 4.271 -0.01 -0.03 -0.01
H 7.736 2.418 -0.509 0.00 -0.01 0.00
H -0.040 1.906 3.381 -0.01 0.00 -0.02
H -3.003 1.120 -3.615 0.00 -0.01 0.01
H -1.098 6.360 -4.595 0.00 0.00 0.00
H 0.343 -4.286 -3.492 0.00 0.00 0.00
H 2.566 -0.732 0.279 -0.03 -0.02 -0.02
H 3.034 -2.527 -1.274 0.00 0.00 0.01
H 2.977 1.515 2.931 0.00 -0.04 -0.02
H -0.356 4.761 -2.856 0.00 0.00 0.00
H 2.643 3.841 1.851 -0.05 0.02 0.03
H -3.367 -0.480 5.665 0.00 0.00 0.00
H -3.515 -4.514 -2.576 0.00 0.00 0.00
H -2.908 -2.284 -3.434 -0.01 -0.01 0.00
H 8.099 0.501 1.013 0.00 0.00 0.00
H -3.925 3.456 -6.037 0.00 0.01 0.00
H -4.818 -2.092 4.481 0.00 0.00 0.00
H 5.467 3.181 -1.012 -0.01 0.00 0.01
H -1.789 -3.011 -4.614 0.00 0.00 0.00
H -4.151 -2.958 2.264 0.00 0.00 0.00
H 1.730 -0.071 -4.538 0.00 0.01 0.00
H 0.371 -4.238 -1.712 0.00 0.00 0.00
H 4.080 -4.725 3.110 0.00 0.00 0.00
H -1.269 0.268 4.656 0.01 0.00 -0.02
H -0.527 -6.432 -2.678 0.01 0.00 0.00
H 6.158 -0.643 2.034 0.00 0.00 0.00
H 2.590 -2.231 -3.697 0.00 0.00 0.00
H 0.794 -3.148 0.874 -0.01 0.00 0.01
H -3.681 -4.548 -4.345 0.00 0.00 0.00
H -5.666 3.463 4.349 0.00 0.01 0.00
H 1.327 1.775 -2.988 0.01 0.00 -0.01
H -2.172 3.992 2.248 0.00 0.00 0.00
H 4.246 -2.609 4.373 0.00 0.00 0.00
H 2.700 -0.763 3.904 0.00 0.00 0.00
H 2.212 2.791 3.823 0.02 -0.01 0.00
H -2.065 -2.188 1.212 0.00 0.01 0.00
H 3.893 0.107 1.562 0.01 0.02 0.03
H -1.680 -5.606 -1.607 0.00 0.00 0.00

***

Computed ΔE to the lowest compared entry with this formula, charge and spin (kcal per mole) in order:
4.4, 0.0